Density functional theory data (ωB97M-V with the def2-TZVPD basis set) for a molecular structure, C39H67BrLiNO2PS5Si.

Charge = -1
E_HOMO = -3.1948 eV
Spin multiplicity = 1

Atoms and positions in Å:
1 Li -0.99393 -0.63316 0.19134
2 O -3.05751 -2.95414 5.66746
3 C -2.45135 -2.49281 4.54697
4 C -1.49113 -1.48750 4.57081
5 C -0.94465 -1.08139 3.37026
6 N -1.29117 -1.60129 2.19367
7 C -2.19677 -2.55889 2.20404
8 Br -2.66961 -3.23872 0.50109
9 C -2.81701 -3.05675 3.33607
10 H -2.73545 -2.46369 6.43144
11 H -1.18737 -1.02350 5.50196
12 H -0.19923 -0.29438 3.33656
13 H -3.56468 -3.83382 3.28525
14 C -5.40698 0.32224 0.45377
15 C -4.43768 1.28547 1.14864
16 C -5.18539 2.60346 1.39692
17 C -4.14158 0.64845 2.51594
18 Si -2.74393 1.39382 0.10497
19 C -3.23750 1.71246 -1.78335
20 C -4.36100 2.71732 -2.06923
21 C -1.99112 2.16860 -2.55781
22 C -3.62335 0.35854 -2.40755
23 C -1.79635 3.02878 0.75507
24 C -2.37708 4.39284 0.35854
25 C -0.34507 2.97509 0.25112
26 C -1.69190 2.98137 2.28429
27 H -6.25365 0.10298 1.12208
28 H -4.91968 -0.62675 0.20665
29 H -5.81873 0.73802 -0.46610
30 H -6.15747 2.40709 1.87718
31 H -5.38107 3.14646 0.47067
32 H -4.62944 3.26831 2.06095
33 H -5.07330 0.55283 3.09641
34 H -3.43468 1.22434 3.11472
35 H -3.72441 -0.35374 2.38648
36 H -4.16111 3.69999 -1.63760
37 H -5.32248 2.37324 -1.68300
38 H -4.48117 2.85202 -3.15526
39 H -1.69322 3.18840 -2.30588
40 H -2.19791 2.14691 -3.63723
41 H -1.14014 1.50233 -2.37185
42 H -4.52735 -0.07317 -1.97864
43 H -2.81908 -0.37428 -2.28152
44 H -3.79425 0.48094 -3.48880
45 H -2.31328 4.55318 -0.71932
46 H -1.81060 5.20712 0.83964
47 H -3.42235 4.50465 0.64994
48 H -0.26849 3.10255 -0.82835
49 H 0.11759 2.01615 0.50198
50 H 0.24578 3.77906 0.72182
51 H -2.64971 3.15439 2.77767
52 H -0.99726 3.76033 2.63606
53 H -1.30794 2.01097 2.62200
54 C -2.32376 -4.58809 -3.49345
55 S -3.23011 -3.02358 -3.57100
56 C -2.04868 -1.98850 -4.34588
57 C -0.84336 -1.62181 -3.84955
58 S -0.10133 -2.04037 -2.35813
59 S 0.03973 -0.55452 -4.93320
60 C -1.10979 -0.39975 -6.20614
61 S -0.87222 0.52282 -7.56146
62 S -2.51558 -1.32901 -5.89925
63 H -3.04590 -5.34178 -3.17734
64 H -1.50817 -4.51086 -2.77549
65 H -1.93135 -4.84676 -4.47563
66 O 0.82696 -0.37461 0.34206
67 P 2.27724 -0.72162 0.15228
68 C 2.82481 -0.03547 -1.43487
69 C 2.57390 1.46853 -1.59654
70 C 2.57182 1.83385 -3.09057
71 C 3.55109 0.96589 -3.89958
72 C 4.72235 0.51686 -3.02935
73 C 4.23474 -0.43431 -1.92338
74 C 3.16913 -0.22588 1.68907
75 C 4.70196 -0.08705 1.66200
76 C 5.18263 1.28614 1.19243
77 C 4.54107 2.40477 2.01130
78 C 3.01846 2.33111 1.93185
79 C 2.50728 0.97246 2.39877
80 C 2.46214 -2.53080 -0.12203
81 C 1.32236 -3.33660 0.52529
82 C 1.57265 -3.66384 1.99431
83 C 2.89234 -4.41537 2.15779
84 C 4.06053 -3.60333 1.59942
85 C 3.82632 -3.19848 0.13969
86 H 2.07214 -0.53391 -2.06435
87 H 3.34887 2.03734 -1.08128
88 H 1.61725 1.73934 -1.15128
89 H 2.83486 2.88923 -3.19764
90 H 1.56227 1.71498 -3.49152
91 H 3.90747 1.51839 -4.77044
92 H 3.03449 0.07990 -4.28192
93 H 5.20262 1.39577 -2.58510
94 H 5.48204 0.01391 -3.63113
95 H 4.95759 -0.43662 -1.10623
96 H 4.19972 -1.45254 -2.31907
97 H 2.93158 -1.10291 2.29727
98 H 5.15471 -0.87338 1.05736
99 H 5.06306 -0.23921 2.68594
100 H 4.93476 1.42652 0.13833
101 H 6.27177 1.33098 1.27075
102 H 4.89346 3.37837 1.66220
103 H 4.85443 2.30495 3.05783
104 H 2.69160 2.50473 0.90624
105 H 2.56263 3.11648 2.53843
106 H 1.42697 0.92264 2.26044
107 H 2.71161 0.87064 3.47180
108 H 2.27144 -2.56287 -1.20114
109 H 1.22374 -4.27350 -0.03362
110 H 0.38187 -2.80295 0.40594
111 H 0.74330 -4.26057 2.38275
112 H 1.59288 -2.74048 2.58426
113 H 2.82530 -5.36469 1.61381
114 H 3.07238 -4.65885 3.20791
115 H 4.98378 -4.18578 1.66000
116 H 4.21178 -2.71876 2.22200
117 H 3.85577 -4.10831 -0.46967
118 H 4.64678 -2.57167 -0.21122

Density functional theory data (ωB97M-V with the def2-TZVPD basis set) for 8 unconnected molecules or ions with the total composition C27H54F5N4O21 at a distorted geometry.

Charge = +1
E_HOMO = -12.2080 eV
Spin multiplicity = 1

Atoms and positions in Å:
1 C -4.34989 -0.56167 1.04960
2 C -3.73681 -0.45146 -0.45072
3 C -2.81706 -1.73663 -0.63979
4 N -2.24657 -1.90443 -2.00985
5 N -1.60890 -0.76892 -2.48018
6 C -0.43642 -0.31873 -2.04635
7 N 0.02289 0.90889 -2.69961
8 N 0.25147 -1.01621 -0.96485
9 C 1.69012 -1.17980 -1.20660
10 F 2.06874 -1.13856 -2.54744
11 F 2.01304 -2.48809 -0.75473
12 C 2.57721 -0.20776 -0.26767
13 F 2.20068 1.12896 -0.36138
14 F 3.93297 -0.34046 -0.52359
15 F 2.35344 -0.62757 1.06099
16 H -4.75656 -1.63083 1.12335
17 H -5.12859 0.22904 1.26304
18 H -3.47816 -0.51429 1.79410
19 H -3.11187 0.50019 -0.48365
20 H -4.60424 -0.37642 -1.18046
21 H -3.46584 -2.66217 -0.44972
22 H -1.99349 -1.74154 0.14431
23 H -1.65152 -2.73759 -2.09581
24 H -2.09841 -0.24096 -3.22902
25 H 0.41402 1.57084 -2.01966
26 H 0.67659 0.69464 -3.46503
27 H 0.09092 -0.51943 -0.07451
28 C -2.13070 -3.76060 -5.00136
29 O -2.48024 -3.65576 -6.37571
30 C -2.46614 -2.39966 -6.84826
31 O -2.18963 -1.40821 -6.21246
32 O -2.80951 -2.43789 -8.13863
33 C -2.83700 -1.16029 -8.78035
34 H -2.17380 -4.81360 -4.72270
35 H -1.11193 -3.40076 -4.83482
36 H -2.84215 -3.20940 -4.38243
37 H -1.84741 -0.69962 -8.76343
38 H -3.57541 -0.50805 -8.30979
39 H -3.12693 -1.31698 -9.81868
40 C 8.76758 0.30310 4.12105
41 O 8.46326 -0.76045 3.22013
42 C 7.41607 -0.51735 2.41540
43 O 6.74508 0.48796 2.39899
44 O 7.24064 -1.58911 1.62764
45 C 6.15130 -1.46473 0.71871
46 H 9.62709 0.00197 4.71946
47 H 9.03127 1.20883 3.57165
48 H 7.92717 0.48954 4.79275
49 H 6.31311 -0.62798 0.03651
50 H 5.21141 -1.34591 1.26013
51 H 6.09845 -2.38257 0.13259
52 C 4.67402 1.96372 5.84219
53 O 4.76678 1.41949 7.15763
54 C 5.30153 2.25415 8.06312
55 O 5.68852 3.37448 7.85008
56 O 5.32895 1.62173 9.24513
57 C 5.87762 2.39713 10.31044
58 H 4.22940 1.20658 5.19593
59 H 4.02884 2.84477 5.83492
60 H 5.66505 2.20746 5.45451
61 H 5.28075 3.29523 10.48034
62 H 6.91682 2.65814 10.10151
63 H 5.84922 1.78743 11.21338
64 C -1.05335 -5.13357 -8.45851
65 O 0.09354 -5.88762 -8.84743
66 C 0.98366 -5.19549 -9.57391
67 O 0.88376 -4.03940 -9.90157
68 O 2.00312 -6.01367 -9.87107
69 C 3.03404 -5.40565 -10.64837
70 H -1.70305 -5.78835 -7.87834
71 H -0.76369 -4.29106 -7.83166
72 H -1.60439 -4.79054 -9.33609
73 H 3.48516 -4.57248 -10.10592
74 H 2.64445 -5.07288 -11.61230
75 H 3.80214 -6.15785 -10.82716
76 C -0.75316 5.18813 5.48615
77 O -0.25671 4.52533 6.64766
78 C -0.12364 3.19891 6.51038
79 O -0.38167 2.55922 5.51865
80 O 0.34576 2.70793 7.66405
81 C 0.53789 1.29271 7.66613
82 H -0.81885 6.25182 5.71374
83 H -0.06969 5.05566 4.64509
84 H -1.75188 4.82617 5.23295
85 H 1.27340 1.00274 6.91296
86 H -0.40922 0.77464 7.50151
87 H 0.91935 1.00766 8.64620
88 C -3.21740 2.13210 6.91880
89 O -3.25650 1.01474 7.80576
90 C -4.46373 0.78160 8.34433
91 O -5.46474 1.41924 8.13929
92 O -4.35973 -0.28540 9.15011
93 C -5.57851 -0.65107 9.79631
94 H -2.19669 2.22386 6.54545
95 H -3.88396 1.97319 6.06845
96 H -3.47801 3.05236 7.44641
97 H -6.33867 -0.92119 9.06076
98 H -5.93247 0.15823 10.43768
99 H -5.37548 -1.52207 10.41921
100 C -4.99686 5.39890 -7.94214
101 O -4.50546 4.71108 -6.79107
102 C -4.38209 3.38753 -6.95341
103 O -4.64353 2.76785 -7.95269
104 O -3.91468 2.86912 -5.80548
105 C -3.73480 1.45659 -5.83888
106 H -5.05534 6.45876 -7.69546
107 H -4.31379 5.27678 -8.78479
108 H -5.99736 5.04843 -8.20235
109 H -3.00250 1.17895 -6.59871
110 H -4.68628 0.95086 -6.01637
111 H -3.35526 1.14533 -4.86465

Density functional theory data (ωB97M-V with the def2-TZVPD basis set) for a molecular structure, C4H7NO2.

ΔE to the lowest compared entry with this formula, charge and spin = 374.81 kJ/mol
E_HOMO = -8.0590 eV
Spin multiplicity = 1

Atoms and positions in Å:
1 N -1.16345 -0.42001 0.65917
2 C 0.21748 -0.62004 1.17768
3 O 0.46804 -1.61774 1.79838
4 C 1.11736 0.38771 0.55612
5 C 0.75664 0.16091 -0.98787
6 C -0.72479 0.25310 -1.02564
7 O 0.96564 1.07765 -1.91068
8 H -1.71034 -1.26780 0.81216
9 H -1.63167 0.36218 1.11198
10 H 2.15619 0.21487 0.84390
11 H 0.82559 1.41313 0.81196
12 H 1.10102 -0.87798 -1.21546
13 H -1.08542 1.26783 -0.88564
14 H -1.29230 -0.33382 -1.74604

Q: Which value of spin multiplicity does entry 1 give?
A: 1